ORCA calculation (wB97M-V/def2-TZVPD) on C21H53F6LiN10O15S2 as an isolated structure in a non-equilibrium geometry.

Positions of all 108 atoms, in Å:
N  4.869  5.447  -4.377
S  -0.104  -3.596  1.711
H  8.478  -0.903  10.687
N  -7.960  -6.067  -3.570
O  -10.306  0.652  -1.350
H  3.340  4.754  -3.953
H  6.017  2.123  -4.485
O  -1.948  -4.057  -0.229
F  -0.672  -0.857  -1.776
H  -5.449  1.292  4.627
C  3.550  7.496  -5.288
H  7.583  5.402  -4.944
N  -6.901  -5.254  -5.220
H  8.930  -2.168  8.489
F  2.450  -2.647  2.522
H  8.235  -4.421  -0.601
C  8.197  -1.364  8.550
C  -8.044  -5.490  -4.742
O  -3.319  0.873  5.203
H  2.766  4.840  -5.967
H  -3.546  -1.114  6.849
C  6.597  4.278  -2.914
H  -3.887  -9.624  6.219
N  8.318  -4.547  0.398
H  5.714  -0.501  9.987
O  -6.456  -8.675  6.170
C  -11.670  -1.278  -0.876
C  5.789  4.334  -4.316
H  -5.184  -1.339  6.352
H  2.957  5.786  -7.287
H  6.539  -5.586  -0.529
H  7.195  -1.962  10.401
H  -7.229  -6.652  -3.191
F  0.661  -2.612  -1.730
H  5.783  4.184  -2.196
H  -8.894  -6.289  -3.257
H  -11.537  -1.516  -1.932
H  -4.178  5.950  2.252
C  -3.230  5.932  0.494
C  -5.544  -8.709  5.307
H  -11.421  0.724  0.303
H  7.493  -1.524  7.734
N  -0.479  -2.222  1.099
H  7.134  5.203  -2.704
H  2.624  7.650  -4.734
C  3.578  5.267  -6.556
H  -6.169  -5.433  -4.549
H  6.337  7.258  -5.809
C  -4.347  6.362  1.257
O  -1.167  -4.269  2.399
Li  0.152  1.364  2.222
H  -5.293  -8.105  3.357
N  6.803  -5.980  0.363
F  -1.125  -2.781  -2.823
H  4.994  2.755  -5.720
H  4.028  4.452  -7.123
H  6.258  -6.530  1.011
O  8.945  -0.263  8.052
H  -12.647  -1.541  -0.470
C  6.893  4.643  -5.314
O  3.927  5.295  -3.420
F  1.548  -4.269  3.667
O  -9.077  -5.176  -5.371
C  4.394  6.183  -5.602
C  -0.613  -2.209  -1.753
C  5.273  2.897  -4.676
N  -4.290  -0.893  6.203
H  -9.863  1.312  -0.813
C  7.715  -1.122  9.940
H  -3.759  4.119  0.011
H  -2.350  6.364  0.972
O  8.303  -5.972  2.091
O  -2.804  -1.817  -0.182
H  4.336  2.686  -4.161
H  -3.988  -9.217  4.434
C  6.490  5.279  -6.636
H  7.505  3.788  -5.603
H  -3.379  6.222  -0.547
H  -5.560  6.213  -0.194
C  -11.517  0.256  -0.677
H  -9.966  -2.129  -0.852
H  3.351  7.968  -6.250
O  -10.682  -2.001  -0.227
H  7.238  3.419  -2.712
C  5.715  6.560  -6.370
C  7.832  -5.489  1.059
H  6.115  4.645  -7.440
F  0.757  -2.265  3.890
H  5.490  7.014  -7.335
N  -5.425  0.328  4.928
C  1.243  -3.157  3.021
H  -6.388  -7.315  4.422
H  9.084  -4.067  0.848
N  -4.333  -9.278  5.381
H  7.435  5.548  -7.108
H  -12.325  0.836  -1.123
O  -5.583  5.819  0.681
H  4.252  8.172  -4.800
H  -4.416  7.449  1.208
H  8.223  0.359  7.936
H  -6.809  -4.524  -5.911
S  -1.643  -2.663  -0.103
N  -5.791  -8.108  4.236
O  0.664  -4.344  0.712
O  6.617  -0.200  9.862
H  -6.182  -0.306  5.138
O  -3.010  4.567  0.410
C  -4.256  0.080  5.333

Atoms 1-3, force components in eV/Å:
2.26 1.75 -0.51
2.81 -2.85 -1.01
0.11 0.94 -0.44

Properties
Charge: 0
Total energy (eV): -106421.281
E_HOMO (Ha): -0.3141
Kohn-Sham gap (eV): 5.730
E_LUMO (eV): -2.82
Multiplicity: 1

Results of the Löwdin charge analysis, in e, for atoms 1 through 99: number 1, N, carries -0.1505; number 2, S, carries 0.5214; number 3, H, carries 0.1249; number 4, N, carries 0.1547; number 5, O, carries -0.0941; number 6, H, carries 0.0812; number 7, H, carries 0.0815; number 8, O, carries -0.3057; number 9, F, carries 0.0845; number 10, H, carries 0.1349; number 11, C, carries -0.0193; number 12, H, carries 0.1140; number 13, N, carries 0.1631; number 14, H, carries 0.1202; number 15, F, carries 0.0628; number 16, H, carries 0.1231; number 17, C, carries -0.2593; number 18, C, carries -0.7968; number 19, O, carries -0.0109; number 20, H, carries 0.0739; number 21, H, carries 0.1233; number 22, C, carries -0.0153; number 23, H, carries 0.1191; number 24, N, carries 0.1541; number 25, H, carries 0.0839; number 26, O, carries -0.0199; number 27, C, carries -0.2527; number 28, C, carries -0.4715; number 29, H, carries 0.1071; number 30, H, carries 0.0804; number 31, H, carries 0.1065; number 32, H, carries 0.1145; number 33, H, carries 0.1163; number 34, F, carries 0.1253; number 35, H, carries 0.0620; number 36, H, carries 0.1150; number 37, H, carries 0.1238; number 38, H, carries 0.1327; number 39, C, carries -0.3321; number 40, C, carries -0.7686; number 41, H, carries 0.1132; number 42, H, carries 0.1239; number 43, N, carries -0.3335; number 44, H, carries 0.0769; number 45, H, carries 0.0742; number 46, C, carries -0.0412; number 47, H, carries 0.1165; number 48, H, carries 0.1197; number 49, C, carries -0.2403; number 50, O, carries -0.2890; number 51, Li, carries 0.9468; number 52, H, carries 0.1215; number 53, N, carries 0.1464; number 54, F, carries 0.1531; number 55, H, carries 0.0689; number 56, H, carries 0.0689; number 57, H, carries 0.1158; number 58, O, carries -0.0708; number 59, H, carries 0.1157; number 60, C, carries -0.1697; number 61, O, carries 0.0022; number 62, F, carries 0.1414; number 63, O, carries -0.0012; number 64, C, carries -0.4191; number 65, C, carries -0.6211; number 66, C, carries -0.0235; number 67, N, carries 0.1626; number 68, H, carries 0.0744; number 69, C, carries -0.2208; number 70, H, carries 0.0923; number 71, H, carries 0.1342; number 72, O, carries 0.0237; number 73, O, carries -0.3095; number 74, H, carries 0.0711; number 75, H, carries 0.1008; number 76, C, carries -0.2106; number 77, H, carries 0.1233; number 78, H, carries 0.1277; number 79, H, carries 0.0742; number 80, C, carries -0.2164; number 81, H, carries 0.0892; number 82, H, carries 0.0736; number 83, O, carries -0.0572; number 84, H, carries 0.0761; number 85, C, carries -0.1323; number 86, C, carries -0.7982; number 87, H, carries 0.1033; number 88, F, carries 0.0974; number 89, H, carries 0.1182; number 90, N, carries 0.1649; number 91, C, carries -0.6057; number 92, H, carries 0.1323; number 93, H, carries 0.1285; number 94, N, carries 0.1685; number 95, H, carries 0.1087; number 96, H, carries 0.1040; number 97, O, carries -0.0642; number 98, H, carries 0.0747; number 99, H, carries 0.1293